<1>
Entry from the Open Molecules 2025 dataset: the molecule C6H13NO5 (ωB97M-V/def2-TZVPD).

Computed properties:
**HOMO energy**: -10.139 eV
**Kohn-Sham gap**: 10.522 eV

```
! wB97M-V def2-TZVPD RIJCOSX def2/J DEFGRID3
* xyz 0 1
C -1.5703 -1.5559 1.4011
C -1.7091 -0.0574 1.5011
O -2.1848 0.2737 2.7783
C -0.3708 0.6374 1.2034
O 0.3113 -0.1243 0.2376
N 1.3743 0.6214 -0.3375
C 1.2269 0.5163 -1.7902
C -0.1642 0.9378 -2.2332
O -1.0975 -0.1181 -2.2482
C 2.5510 0.0034 0.1886
O 2.8223 0.1045 1.3034
O 3.3511 -0.6835 -0.6738
H -0.6584 -1.9202 1.8416
H -2.3813 -1.9913 1.9706
H -1.6659 -1.8840 0.3847
H -2.3974 0.2726 0.7254
H -2.0115 1.2082 2.9404
H -0.5248 1.6438 0.8407
H 0.1799 0.7208 2.1399
H 1.3907 -0.4845 -2.1734
H 1.9150 1.2192 -2.2234
H -0.5109 1.7738 -1.6368
H -0.0790 1.2959 -3.2515
H -0.6817 -0.9248 -1.9399
H 2.8853 -1.4848 -0.9489
*
```



<2>
Entry from the Open Molecules 2025 dataset: the molecule C6H13NO5 (ωB97M-V/def2-TZVPD).

Computed properties:
**HOMO energy**: -9.590 eV
**Kohn-Sham gap**: 9.930 eV

```
! wB97M-V def2-TZVPD RIJCOSX def2/J DEFGRID3
* xyz 0 1
C 0.9447 0.0206 -0.5670
C 0.3834 -1.3877 -0.5851
C -0.4954 -1.3851 0.5793
C -1.2959 -0.0889 0.5335
C -0.1739 0.8824 0.1157
C 0.3708 1.6968 1.3024
H 1.1330 1.1593 -2.3818
H 2.6685 0.3322 -1.7866
H 1.8273 -0.1130 0.0744
H 1.3099 -2.0708 -0.4264
H 0.2467 -0.9327 -2.4345
H -1.3238 -2.1901 0.5156
H 1.4014 -1.7576 1.4133
H -2.0109 0.1662 1.4384
H -1.7550 -0.7838 -1.1738
H -1.9419 1.8744 -0.5447
H -0.4881 2.0171 1.9175
H 0.8680 2.5128 0.7396
H 1.0625 0.2364 2.4609
N 1.5853 0.3779 -1.8648
O -0.2578 -1.5552 -1.8550
O 0.3841 -1.4040 1.6639
O -2.2053 -0.2047 -0.5642
O -0.7820 1.8351 -0.8040
O 1.2989 1.1382 2.1802
*
```



Stability check: which of them is most stable? <1>.



<1>
Entry from the Open Molecules 2025 dataset: the ion C4H7O2 with charge -1 (ωB97M-V/def2-TZVPD).

Computed properties:
**HOMO energy**: -2.474 eV
**Kohn-Sham gap**: 6.492 eV

```
! wB97M-V def2-TZVPD RIJCOSX def2/J DEFGRID3
* xyz -1 1
O -0.6711 2.8768 0.5082
C 0.1259 1.9991 0.2673
C -0.1006 0.7545 -0.5220
C -0.0956 -0.4113 0.4913
C 0.0134 -1.7790 -0.2235
O 0.6077 -1.6826 -1.4442
H 1.1070 2.0873 0.7813
H -1.0791 0.8427 -0.9946
H 0.6999 0.5512 -1.2312
H -0.9314 -0.3575 1.1952
H 0.8278 -0.2426 1.0692
H -1.0301 -2.1478 -0.3563
H 0.5262 -2.4907 0.4593
*
```



<2>
Entry from the Open Molecules 2025 dataset: the ion C4H7O2 with charge -1 (ωB97M-V/def2-TZVPD).

Computed properties:
**HOMO energy**: -2.241 eV
**Kohn-Sham gap**: 6.148 eV

```
! wB97M-V def2-TZVPD RIJCOSX def2/J DEFGRID3
* xyz -1 1
C -1.4452 0.8847 0.5419
O -0.9665 1.2559 1.8053
C -0.6374 -0.3644 -0.1019
C 0.8631 -0.1026 0.1697
C 1.6862 -0.8141 -0.9470
O 2.6404 -1.4977 -0.6502
H -1.0614 1.7600 -0.0611
H -2.5164 0.8322 0.3567
H -0.9931 -0.3752 -1.1259
H -1.0263 -1.1461 0.4461
H 0.9424 1.0153 0.4769
H 1.3192 -0.6874 0.9751
H 1.1951 -0.7606 -1.8858
*
```



Stability check: which of them is most stable? <1>.



<1>
Entry from the Open Molecules 2025 dataset: a structure of composition C6H6O2 (ωB97M-V/def2-TZVPD).

Computed properties:
**HOMO energy**: -9.688 eV
**Kohn-Sham gap**: 10.613 eV

```
! wB97M-V def2-TZVPD RIJCOSX def2/J DEFGRID3
* xyz 0 1
C 0.6702 1.0514 0.6902
C -0.8436 0.5593 0.4252
C -0.4853 -0.7838 0.9295
C 0.9155 -0.4916 0.3306
C 0.6415 -0.3008 -1.1010
C -0.6467 0.4619 -1.0533
H -1.7015 1.1395 0.7770
H -0.9794 -1.6260 0.4750
H -0.4460 -0.8058 2.0292
H 1.7703 -1.1201 0.5859
H 1.3838 -0.1582 -1.8116
H -1.0760 1.1261 -1.7951
O 1.3370 1.9238 1.1382
O -0.5400 -0.9755 -1.6196
*
```



<2>
Entry from the Open Molecules 2025 dataset: the molecule C6H6O2 (ωB97M-V/def2-TZVPD).

Computed properties:
**HOMO energy**: -8.153 eV
**Kohn-Sham gap**: 9.094 eV

```
! wB97M-V def2-TZVPD RIJCOSX def2/J DEFGRID3
* xyz 0 1
C -2.1357 0.0106 -0.1037
C -0.0705 -0.6972 0.2477
C 1.2906 -1.0371 -0.0767
C 1.9987 0.1049 -0.1860
C 1.1429 1.2957 -0.0849
C -0.0978 0.8403 0.1479
H -2.9319 0.1767 -0.8040
H -2.5622 -0.1620 0.8799
H -0.2679 -0.9304 1.3301
H 1.7887 -2.0414 -0.0762
H 3.0310 0.0381 -0.5276
H 1.4507 2.2436 -0.2545
O -1.2923 -1.0563 -0.3908
O -1.3443 1.2144 -0.1013
*
```



Stability check: which of them is most stable? <2>.



<1>
Entry from the Open Molecules 2025 dataset: a cluster of 2 separate species, C4H12NO2 in total (ωB97M-V/def2-TZVPD).

Computed properties:
**HOMO energy (alpha / beta)**: -8.813 / -8.833 eV
**Kohn-Sham gap (alpha / beta)**: 9.642 / 7.778 eV

```
! wB97M-V def2-TZVPD RIJCOSX def2/J DEFGRID3
* xyz 0 2
C -1.2716 -0.1869 -0.8211
O -2.2509 0.7427 -1.2545
C -0.5242 0.5716 0.3022
C 0.6754 -0.1611 0.8999
C 1.8947 -0.2487 0.0065
O 2.5071 1.0249 -0.1554
N -1.5123 0.8553 1.3491
H -1.5315 -1.1828 -0.4215
H -0.6724 -0.3931 -1.7170
H -2.7010 0.3970 -2.0296
H -0.1844 1.5453 -0.0647
H 0.9585 0.0311 1.9279
H 0.3373 -1.2209 0.7928
H 2.6380 -0.9685 0.3643
H 1.5754 -0.6752 -0.9607
H 3.3397 0.9110 -0.5880
H -1.3232 0.4780 2.2737
H 0.4772 -2.0626 -0.9881
H -2.4319 0.5431 1.0842
*
```



<2>
Entry from the Open Molecules 2025 dataset: a cluster of 2 separate species, C4H12NO2 in total (ωB97M-V/def2-TZVPD).

Computed properties:
**HOMO energy (alpha / beta)**: -10.295 / -10.038 eV
**Kohn-Sham gap (alpha / beta)**: 11.216 / 7.210 eV

```
! wB97M-V def2-TZVPD RIJCOSX def2/J DEFGRID3
* xyz 0 2
C -0.8638 -0.8090 -0.8400
N 0.4177 -0.3665 -1.4176
C 1.5763 -1.1614 -0.8861
O 1.7968 -0.9692 0.4312
C -1.6805 0.4312 -0.4857
C -1.5135 0.9919 0.9318
H -0.6538 -1.4334 0.0365
H -1.4200 -1.4046 -1.5921
H 0.6441 0.5074 -0.9359
H 2.4066 -0.8667 -1.5490
H 1.2701 -2.1944 -1.1200
H -1.4121 1.1782 -1.2441
H -2.7502 0.2921 -0.5807
H -1.8851 0.3483 1.7392
H -2.1277 1.8840 1.1318
H -0.4936 1.3074 1.1950
H 1.7205 1.2432 2.0013
H 2.3381 0.1098 1.3225
O 2.6302 0.9115 1.8618
*
```



Stability check: which of them is most stable? <2>.



<1>
Entry from the Open Molecules 2025 dataset: a cluster of 2 separate species, C3H9N in total (ωB97M-V/def2-TZVPD).

Computed properties:
**HOMO energy**: -9.658 eV
**Kohn-Sham gap**: 10.925 eV

```
! wB97M-V def2-TZVPD RIJCOSX def2/J DEFGRID3
* xyz 0 1
N 0.3182 1.5447 -5.7422
H -0.0141 0.7641 -5.1915
H 0.1727 2.4602 -5.3342
H -0.0992 1.5115 -6.6596
C 1.0042 -1.1123 2.6828
C -0.5067 -1.0397 2.5948
C -1.1307 0.0846 2.2886
H 1.2730 -1.0561 3.7465
H 1.3841 -2.0777 2.3642
H 1.4315 -0.2632 2.1580
H -1.0341 -1.9364 2.9069
H -2.2109 0.1534 2.2287
H -0.5880 0.9669 1.9568
*
```



<2>
Entry from the Open Molecules 2025 dataset: the molecule C3H9N (ωB97M-V/def2-TZVPD).

Computed properties:
**HOMO energy**: -8.698 eV
**Kohn-Sham gap**: 9.874 eV

```
! wB97M-V def2-TZVPD RIJCOSX def2/J DEFGRID3
* xyz 0 1
C 0.6769 0.6474 1.0265
N -0.2821 0.2917 0.0091
C 0.2280 0.2351 -1.3410
C -0.7845 -1.0995 0.3474
H 1.4732 1.3440 0.7225
H 1.3039 -0.1139 1.5161
H 0.2474 1.2682 1.8217
H -0.5925 0.0465 -2.0413
H 0.5275 1.2517 -1.6347
H 1.0192 -0.4633 -1.6308
H -1.8693 -1.1279 0.1905
H -0.5071 -1.4257 1.3382
H -0.4645 -1.7885 -0.4440
*
```



Stability check: which of them is most stable? <1>.



<1>
Entry from the Open Molecules 2025 dataset: the molecule C3H9N (ωB97M-V/def2-TZVPD).

Computed properties:
**HOMO energy**: -8.706 eV
**Kohn-Sham gap**: 9.874 eV

```
! wB97M-V def2-TZVPD RIJCOSX def2/J DEFGRID3
* xyz 0 1
C -0.5437 0.1733 1.2937
C 1.2108 0.4072 -0.3393
C -0.6972 -0.4433 -0.9983
H -0.2371 0.9039 1.9584
H 0.0230 -0.7910 1.6220
H -1.6703 0.0988 1.5038
H 1.8124 0.8985 0.5086
H 1.2057 1.0365 -1.3226
H 1.6832 -0.6399 -0.3682
H -1.7515 -0.6423 -0.6865
H -0.7067 -0.0064 -1.9561
H -0.1283 -1.4603 -1.1823
N -0.2002 0.4651 -0.0331
*
```



<2>
Entry from the Open Molecules 2025 dataset: a cluster of 2 separate species, C3H9N in total (ωB97M-V/def2-TZVPD).

Computed properties:
**HOMO energy**: -10.214 eV
**Kohn-Sham gap**: 11.433 eV

```
! wB97M-V def2-TZVPD RIJCOSX def2/J DEFGRID3
* xyz 0 1
C -2.8819 -1.3193 -3.3095
C -1.6306 -0.5835 -2.7164
H -3.2799 -2.2210 -2.7677
H -2.5614 -1.7608 -4.2699
H -3.6464 -0.5436 -3.4114
H -0.8242 -0.4345 -3.4528
H -1.8774 0.4100 -2.3404
H -1.3617 -1.1391 -1.8239
C 2.4300 0.8018 3.8869
N 2.6315 1.2510 2.7271
H 2.5707 -0.2438 4.1574
H 2.3776 1.4058 4.7952
H 2.7398 2.2612 2.7660
*
```



Stability check: which of them is most stable? <2>.



<1>
Entry from the Open Molecules 2025 dataset: a cluster of 2 separate species, C7H9N5O2 in total (ωB97M-V/def2-TZVPD).

Computed properties:
**HOMO energy**: -8.131 eV
**Kohn-Sham gap**: 8.409 eV

```
! wB97M-V def2-TZVPD RIJCOSX def2/J DEFGRID3
* xyz 0 1
C 1.8361 1.3307 0.3805
C 1.1973 1.3019 -0.8381
C 2.1474 0.1663 1.0726
C 0.6617 0.1031 -1.3131
C 1.7367 -1.0588 0.4718
C 0.9046 -1.0827 -0.6698
C -2.3942 -0.6432 -0.0557
N -1.7353 1.5857 0.0112
N 0.6310 -2.2970 -1.1825
N -2.2479 0.6743 -0.6234
N -2.2398 -0.7488 1.2446
N -1.2396 2.5439 0.2553
O -2.7305 -1.5760 -0.7470
O -0.8891 3.5649 0.7318
H 2.1405 2.3117 0.8009
H 0.8947 2.1934 -1.4326
H 2.5868 0.2031 2.1255
H -0.0177 0.2079 -2.1656
H 2.1776 -1.8093 1.1091
H -0.1820 -2.1888 -1.8891
H 0.4872 -3.1712 -0.7190
H -1.8024 -1.6424 1.6055
H -1.9229 0.0315 1.8272
*
```



<2>
Entry from the Open Molecules 2025 dataset: a cluster of 2 separate species, C7H9N5O2 in total (ωB97M-V/def2-TZVPD).

Computed properties:
**HOMO energy**: -9.210 eV
**Kohn-Sham gap**: 8.911 eV

```
! wB97M-V def2-TZVPD RIJCOSX def2/J DEFGRID3
* xyz 0 1
C -0.7936 -1.7254 -0.7122
C 0.5579 -1.2878 -0.7157
C -1.4020 0.5341 -0.4797
C -1.3243 -0.4697 3.2813
C 0.2407 2.2505 -0.6703
C 1.6214 -2.3052 -0.6747
C 1.6682 2.4273 -0.5195
N 0.8731 -0.0430 -0.6476
N -0.6085 3.2275 -0.7133
N -2.5334 0.5774 -0.3339
N -0.1000 0.8763 -0.6618
N -1.7546 -2.3185 -0.9270
O -2.6937 -3.0019 -1.0893
O -0.1452 -0.6660 3.1901
H -1.8719 -0.6226 2.2998
H -1.9083 0.0787 4.0151
H 1.9962 -2.2492 0.3768
H 1.2153 -3.2229 -1.1412
H 2.3370 -2.0385 -1.3910
H 2.1232 3.3231 -0.3897
H 2.1927 1.7540 0.1143
H 1.9176 1.9364 -1.5076
H -1.6078 2.9655 -0.7028
*
```



Stability check: which of them is most stable? <1>.